Run A
This record from OMol25 describes 5 unconnected molecules or ions with the total composition C3H17N2O3. The level of theory is ωB97M-V with the def2-TZVPD basis set.

The geometry in ORCA input format:
```
! wB97M-V def2-TZVPD RIJCOSX def2/J DEFGRID3
* xyz 1 1
C -0.42 0.85 -0.75
C 0.95 0.14 -1.32
C 0.93 -0.60 -2.62
N -3.87 0.39 1.64
N -0.19 1.44 0.47
H -0.88 1.49 -1.51
H -1.10 0.01 -0.55
H 1.29 -0.46 -0.48
H 1.70 0.93 -1.41
H 0.37 -0.03 -3.36
H 0.45 -1.58 -2.57
H -4.14 0.30 0.67
H 1.94 -0.76 -3.01
H -4.61 0.89 2.13
H -2.98 0.86 1.64
H 0.39 2.28 0.34
H 2.35 0.01 1.41
H 0.05 -1.53 0.97
O 0.62 -0.55 1.90
H 0.29 0.69 1.11
H 3.88 0.32 1.23
O 3.02 0.35 0.80
H 0.09 -2.94 0.23
H 0.26 -0.41 2.79
O -0.39 -2.10 0.26
*
```

Properties
Gap between HOMO and LUMO (eV): 3.361
E_HOMO (eV): -13.3



Run B
This record from OMol25 describes 4 unconnected molecules or ions with the total composition C3H17N2O3. The level of theory is ωB97M-V with the def2-TZVPD basis set.

The geometry in ORCA input format:
```
! wB97M-V def2-TZVPD RIJCOSX def2/J DEFGRID3
* xyz 1 1
N 0.19 -0.46 -0.79
C 0.91 -0.02 0.43
C 1.92 -1.05 0.83
C -0.18 0.17 1.51
N -1.06 -1.00 1.57
H -0.51 0.21 -1.13
H -0.21 -1.40 -0.62
H 0.82 -0.60 -1.59
H 1.24 1.00 0.27
H 1.48 -2.05 0.86
H 2.35 -0.87 1.82
H 2.79 -1.05 0.18
H 0.33 0.31 2.46
H -0.73 1.07 1.23
H -0.72 -1.63 2.29
H -2.00 -0.73 1.79
H -0.32 2.17 -3.11
H 1.14 2.59 -3.09
O 0.41 2.37 -2.51
H -1.53 3.47 0.90
H -0.48 3.60 -0.30
O -1.31 3.21 0.00
H -1.40 -3.38 -1.74
H -1.69 -3.20 -0.24
O -1.46 -2.71 -1.04
*
```

Properties
Gap between HOMO and LUMO (eV): 10.710
E_HOMO (eV): -13.5



Energetically preferred structure: run B | next structure: +182.3 kcal/mol



Run A
This record from OMol25 describes 5 unconnected molecules or ions with the total composition CH14N2O4. The level of theory is ωB97M-V with the def2-TZVPD basis set.

The geometry in ORCA input format:
```
! wB97M-V def2-TZVPD RIJCOSX def2/J DEFGRID3
* xyz 0 1
N -0.28 0.48 -3.02
C -0.88 -0.74 -2.73
N -0.86 -1.29 -1.25
H -0.79 1.27 -2.79
H 0.70 0.52 -2.71
H -1.96 -0.60 -2.84
H -0.55 -1.58 -3.42
H -0.17 -2.07 -1.31
H -1.78 -1.60 -1.08
H 2.44 1.01 5.20
H 1.35 0.72 4.23
O 1.95 1.45 4.42
H -0.09 -1.92 2.06
H -1.05 -0.93 2.54
O -0.08 -1.05 2.68
H -1.59 1.77 0.31
H -1.15 0.38 0.28
O -1.23 1.20 0.97
H 1.92 1.80 -0.56
H 2.28 0.36 -0.14
O 1.82 0.83 -0.84
*
```

Properties
Gap between HOMO and LUMO (eV): 9.860
E_HOMO (eV): -9.4
SMILES: NCN.O.O.O.O



Run B
This record from OMol25 describes 5 unconnected molecules or ions with the total composition CH14N2O4. The level of theory is ωB97M-V with the def2-TZVPD basis set.

The geometry in ORCA input format:
```
! wB97M-V def2-TZVPD RIJCOSX def2/J DEFGRID3
* xyz 0 1
N -1.28 0.01 2.29
C -0.54 0.61 1.20
N -1.38 1.49 0.36
H -0.81 0.14 3.17
H -1.38 -0.98 2.16
H 0.32 1.21 1.49
H -0.10 -0.13 0.53
H -1.94 0.91 -0.26
H -2.02 1.93 1.01
H -0.20 -1.18 -3.83
H 0.11 -0.30 -2.65
O 0.51 -0.62 -3.47
H 0.26 1.56 -2.70
H -0.60 1.73 -1.37
O -0.37 2.11 -2.24
H 1.73 0.74 -1.21
H 2.08 -0.59 -1.76
O 2.05 -0.12 -0.91
H 1.87 -2.93 3.08
H 0.79 -2.56 2.13
O 0.92 -3.04 2.96
*
```

Properties
Gap between HOMO and LUMO (eV): 10.103
E_HOMO (eV): -9.8
SMILES: NCN.O.O.O.O



Energetically preferred structure: run B | next structure: +25.0 kcal/mol



Run A
This record from OMol25 describes C2HFO3S in the gas phase. The level of theory is ωB97M-V with the def2-TZVPD basis set.

The geometry in ORCA input format:
```
! wB97M-V def2-TZVPD RIJCOSX def2/J DEFGRID3
* xyz 0 3
C -0.98 -0.14 -0.33
C -0.45 0.64 0.61
O 2.29 -0.36 -0.96
O -0.12 -1.13 -0.71
O 0.79 0.31 1.01
F -1.01 1.69 1.19
S 1.41 -0.93 0.00
H -1.93 -0.08 -0.81
*
```

Properties
Gap between HOMO and LUMO (spin up / spin down) (eV): 5.540 / 6.761
⟨S²⟩: 2.008
E_HOMO (spin up / spin down) (eV): -5.0 / -10.2



Run B
This record from OMol25 describes 2 unconnected molecules or ions with the total composition C2HFO3S. The level of theory is ωB97M-V with the def2-TZVPD basis set.

The geometry in ORCA input format:
```
! wB97M-V def2-TZVPD RIJCOSX def2/J DEFGRID3
* xyz 0 3
C 1.05 1.09 -0.49
C 0.71 0.22 0.44
O 3.04 0.58 -0.86
O 0.88 2.15 -1.06
O 3.72 0.48 1.44
F 1.28 -0.99 0.56
S 3.51 -0.23 0.20
H -0.29 0.37 1.01
*
```

Properties
Gap between HOMO and LUMO (spin up / spin down) (eV): 6.493 / 8.788
⟨S²⟩: 2.023
E_HOMO (spin up / spin down) (eV): -7.2 / -11.5



Energetically preferred structure: run B | next structure: +17.2 kcal/mol



Run A
This record from OMol25 describes 2 unconnected molecules or ions with the total composition C2BrF3N2. The level of theory is ωB97M-V with the def2-TZVPD basis set.

The geometry in ORCA input format:
```
! wB97M-V def2-TZVPD RIJCOSX def2/J DEFGRID3
* xyz 0 1
C 0.89 0.02 -0.55
C 0.31 -0.47 0.74
N -2.19 0.55 -1.98
N -1.26 0.30 -1.50
F 0.80 -1.67 1.11
F 0.60 0.30 1.80
F -0.96 -0.54 0.72
Br 1.82 1.51 -0.35
*
```

Properties
Gap between HOMO and LUMO (eV): 7.915
E_HOMO (eV): -9.4



Run B
This record from OMol25 describes C2BrF3N2 in the gas phase. The level of theory is ωB97M-V with the def2-TZVPD basis set.

The geometry in ORCA input format:
```
! wB97M-V def2-TZVPD RIJCOSX def2/J DEFGRID3
* xyz 0 1
C -1.78 -0.30 0.17
C 1.43 -0.48 0.24
N -0.70 -0.25 0.63
N 0.47 0.33 0.48
F 1.93 -1.76 0.24
F 1.90 0.18 -1.21
F 2.33 -0.03 1.20
Br -3.59 -0.61 -0.30
*
```

Properties
Gap between HOMO and LUMO (spin up / spin down) (eV): 8.199 / 8.200
E_HOMO (spin up / spin down) (eV): -9.6 / -9.6



Energetically preferred structure: run A | next structure: +77.1 kcal/mol



Run A
This record from OMol25 describes a gas-phase ion, HN4O3 (charge -1). The level of theory is ωB97M-V with the def2-TZVPD basis set.

The geometry in ORCA input format:
```
! wB97M-V def2-TZVPD RIJCOSX def2/J DEFGRID3
* xyz -1 1
N -0.38 -0.64 -0.66
N 0.17 -1.11 1.75
N 0.09 -0.29 0.77
N -0.31 0.36 -1.48
O 0.28 1.45 -1.26
O 0.58 -0.55 2.75
O -0.84 0.04 -2.55
H 0.41 0.74 0.67
*
```

Properties
Gap between HOMO and LUMO (eV): 9.107
E_HOMO (eV): -4.4
SMILES: O=NNN=[N+]([O-])[O-]



Run B
This record from OMol25 describes a molecular structure, HN4O3. The level of theory is ωB97M-V with the def2-TZVPD basis set.

The geometry in ORCA input format:
```
! wB97M-V def2-TZVPD RIJCOSX def2/J DEFGRID3
* xyz -1 1
N -0.56 -0.89 -0.10
N -1.25 1.45 0.86
N -2.11 0.80 0.65
N 0.24 -0.93 -0.91
O 1.85 -0.69 -0.23
O -0.35 2.19 1.03
O 0.45 -0.91 -2.09
H 1.71 -1.01 0.79
*
```

Properties
Gap between HOMO and LUMO (eV): 7.730
E_HOMO (eV): -3.5



Energetically preferred structure: run B | next structure: +2.4 kcal/mol